Entry 1:
Entry from the OMol25 dataset: a cluster of 4 separate species, C24H26F9NO11S in total (ωB97M-V/def2-TZVPD).

Atoms and positions in Å:
C -4.086 0.809 6.343
H -0.745 2.327 -2.491
H 2.647 -1.662 -2.133
C 0.998 -6.923 -6.122
C 1.937 0.383 5.581
C -3.954 2.195 3.907
O -1.684 4.071 -0.999
F 1.883 -1.840 4.444
O -0.123 -1.014 -5.404
H -1.133 3.067 -4.056
H 1.067 -6.707 -7.194
F 2.052 2.477 3.981
C -2.115 0.068 4.358
H 3.946 -6.503 -5.502
N -3.037 2.959 1.677
H 0.340 3.522 -3.214
O -5.160 4.155 2.604
C -4.188 3.241 2.666
C -2.825 -0.146 5.843
F 0.932 -0.222 6.532
C 0.353 0.264 -5.292
F 3.279 0.056 6.183
C 0.437 -0.146 3.310
H -2.475 4.479 -2.830
O 1.360 0.333 -4.374
C -0.759 5.679 -2.301
C 1.855 -0.357 4.138
H -5.539 2.763 5.686
O -0.067 1.213 -5.932
F 3.074 -0.164 3.264
H 0.627 -0.614 2.228
H 0.271 -2.692 -4.252
H -0.612 -1.546 4.933
F 1.425 2.103 7.353
H -0.055 -6.863 -5.827
O -1.351 6.292 -1.168
O -1.452 1.052 0.982
H 3.194 -2.026 -3.763
O 3.387 -5.697 -3.675
H -4.538 0.589 7.400
H 2.053 -5.051 -5.937
H -2.321 3.623 2.099
F 3.413 2.390 5.985
F 0.011 2.170 5.415
H 1.543 -2.199 -5.401
H -0.906 6.292 -3.194
C -0.712 3.259 -3.064
C -1.484 4.368 -2.373
O -2.148 5.418 0.791
H 1.325 -7.959 -5.987
C -2.720 1.245 3.390
O 1.193 -5.525 -4.153
C -1.764 5.271 -0.356
S 1.708 2.220 5.631
C 0.788 -1.837 -4.693
O 1.994 -4.630 -2.205
C 1.333 -0.895 -3.662
H 0.158 0.980 3.129
H 0.316 5.576 -2.110
C 2.173 -5.229 -3.252
C 3.121 -6.536 -4.787
F 1.581 3.920 5.813
C -0.850 -0.918 3.970
H -1.256 -1.665 3.142
H 3.004 -7.562 -4.419
H 3.378 -0.386 -3.126
C -2.245 1.649 1.874
H 0.640 -0.769 -2.821
C 1.856 -5.947 -5.336
C -4.671 2.033 5.373
C 2.715 -1.257 -3.148
H -2.393 -1.022 6.529

Summary:
Electronic energy   -84599.1557 eV
HOMO   -0.34072 Ha
SMILES   O=C1NC(=O)c2c(CCC(F)(F)C(F)(F)S(F)(F)(F)(F)F)cccc21.C[C@@H]1COC(=O)O1.C[C@@H]1COC(=O)O1.C[C@@H]1COC(=O)O1
Charge   0
Orbital gap   0.25297 Ha
LUMO energy   -2.39 eV



Entry 2:
Entry from the OMol25 dataset: a cluster of 3 separate species, C24H26FN3OP2S in total (ωB97M-V/def2-TZVPD).

Atoms and positions in Å:
H -0.918 1.885 0.288
C -0.488 -2.973 -2.012
H -1.677 4.573 -1.528
H 1.297 0.832 2.044
N -3.122 -4.567 2.543
H -0.752 5.261 0.656
N 0.653 -1.033 -1.054
N -1.301 -3.168 -0.998
H 6.736 -2.112 2.461
C 6.113 -1.482 1.838
H -5.631 5.409 -0.116
C -0.228 -1.240 -0.041
O -1.979 -2.786 -4.842
H 3.893 0.767 -0.381
C -0.651 -3.946 -3.178
C -1.014 -0.462 2.126
H -0.503 2.425 1.945
H 2.869 -2.254 -3.210
H -4.118 4.636 -1.911
C -1.942 -3.560 -3.915
C 4.878 -1.941 1.401
C -4.562 5.376 0.053
H 3.111 -1.487 0.269
P 1.612 -1.672 -3.490
C -2.341 4.905 -0.740
H -2.265 6.020 2.457
C -1.988 -1.508 2.186
C 4.516 0.136 0.242
H -2.687 -1.630 3.012
S 1.912 0.250 -3.702
H 1.000 -2.212 -4.641
C -1.174 -2.274 0.020
C 0.483 -1.910 -2.006
H -4.599 -3.175 1.176
C -2.671 5.721 1.498
H -3.184 -4.589 0.083
C -2.043 -2.388 1.150
C 6.550 -0.215 1.476
H -4.704 6.108 2.065
C -0.189 -0.324 1.059
C -4.041 5.768 1.279
C 5.754 0.592 0.674
C 4.078 -1.131 0.606
F 0.605 3.206 0.415
C -1.820 5.293 0.487
H 4.538 -2.931 1.681
H -2.911 -3.996 -3.574
P -3.296 -3.734 1.202
C -0.091 2.128 0.973
H 0.228 -4.006 -3.823
C 0.790 0.856 1.069
H -0.970 0.222 2.973
H 7.512 0.144 1.819
C -3.712 4.943 -0.956
H -0.806 -4.959 -2.774
H 6.097 1.578 0.387
H -2.336 -4.160 3.042
H 1.491 0.789 0.234

Summary:
Electronic energy   -63955.4947 eV
HOMO   -0.31662 Ha
SMILES   N=[PH2]c1ccc(CCF)c2nc([PH2]=S)c(CC=O)nc12.c1ccccc1.c1ccccc1
Charge   0
Orbital gap   0.26356 Ha
LUMO energy   -1.44 eV